Entry 1:
C33H56N5O6P3Y | the ωB97M-V functional and the def2-TZVPD basis

HOMO ... -0.5758 Eh
Energy above the lowest of the compared OMol25 structures with the same formula, charge and spin ... 29.9 kJ/mol
LUMO energy ... -0.3016 Eh
Charge ... +3
Calculated total energy ... -3078.25687 Eh

```
104
Properties=species:S:1:pos:R:3:lowdin_charge:R:1
Y 0.6311 0.8416 0.4352 1.4527
N -2.4196 3.0583 -2.3756 0.1587
C -1.5391 2.2296 -1.8495 -0.1529
N -0.9632 2.3941 -0.6835 0.0410
C -1.3057 3.5136 0.0905 -0.2725
N -0.7950 3.7298 1.2551 0.0980
N 0.1439 2.7641 1.6178 -0.0972
C 0.6771 2.9508 2.7637 -0.0177
C 1.7408 2.0544 3.2442 -0.2550
C 2.2152 2.1847 4.5316 0.0279
C 3.2470 1.3464 4.9461 0.0051
C 3.7514 0.4214 4.0540 -0.0009
C 3.2018 0.3502 2.7789 -0.0975
N 2.2151 1.1421 2.3699 0.0153
C -2.2811 4.4638 -0.4470 -0.0891
C -2.6732 5.6131 0.2467 0.0092
C -3.5886 6.4763 -0.3150 -0.0250
C -4.1283 6.2098 -1.5770 -0.0197
C -3.7540 5.0820 -2.2787 0.0093
C -2.8316 4.2223 -1.6989 -0.1641
H -2.8019 2.8525 -3.2871 0.1753
H -1.2875 1.3501 -2.4317 0.1328
H 0.3594 3.7981 3.3663 0.1493
H 1.8005 2.9351 5.1912 0.1349
H 3.6520 1.4288 5.9463 0.1340
H 4.5633 -0.2388 4.3249 0.1278
H 3.5779 -0.3664 2.0620 0.0869
H -2.2457 5.8105 1.2194 0.1217
H -3.8894 7.3665 0.2195 0.1250
H -4.8444 6.8936 -2.0125 0.1279
H -4.1656 4.8735 -3.2588 0.1287
C -3.9488 -0.3212 -0.4109 -0.0362
C -3.6837 0.2222 0.9741 -0.3628
C -4.5927 -0.3383 2.0372 -0.0290
O -2.2373 0.0368 1.3194 -0.1975
P -1.4251 -1.1717 1.8796 0.4499
O -0.0142 -0.6524 2.0202 -0.3634
C -1.3437 -2.4792 0.6328 -0.1769
P -0.2509 -1.9491 -0.7028 0.4572
O -0.5446 -0.5017 -1.0141 -0.3808
O 1.2359 -1.9242 -0.1711 -0.2399
C 1.9718 -3.2124 0.0728 -0.3830
C 2.7023 -3.0723 1.3820 -0.0204
C 2.8634 -3.4755 -1.1118 -0.0163
O -0.3022 -2.9334 -1.8781 -0.1537
C -1.3219 -3.9965 -2.1938 -0.3815
C -0.6020 -5.0296 -3.0144 -0.0215
C -2.4801 -3.3393 -2.8981 -0.0200
O -2.1362 -1.6500 3.1456 -0.1507
C -1.8622 -2.7863 4.0969 -0.3493
C -2.6980 -3.9641 3.6707 -0.0241
C -0.3816 -3.0567 4.1947 -0.0392
H -4.8480 0.1506 -0.8093 0.1062
H -4.1411 -1.3972 -0.3933 0.0813
H -3.1185 -0.1167 -1.0861 0.0591
H -3.7545 1.3083 0.9713 0.1443
H -4.5686 -1.4287 2.0616 0.0835
H -5.6115 -0.0373 1.7864 0.1097
H -4.3566 0.0498 3.0257 0.0986
H -2.3400 -2.6937 0.2383 0.0869
H -0.9545 -3.3880 1.1006 0.0830
H 1.2059 -3.9899 0.1505 0.1373
H 3.5681 -2.4176 1.2644 0.0760
H 3.0759 -4.0485 1.6931 0.1105
H 2.0543 -2.6814 2.1669 0.0698
H 3.6294 -2.7020 -1.1881 0.0760
H 2.2987 -3.5195 -2.0417 0.0828
H 3.3686 -4.4328 -0.9738 0.1109
H -1.6176 -4.4104 -1.2281 0.1332
H -0.1921 -4.5804 -3.9197 0.1027
H -1.3111 -5.8025 -3.3119 0.1071
H 0.2022 -5.5063 -2.4555 0.0899
H -2.1558 -2.9143 -3.8485 0.1040
H -2.9368 -2.5485 -2.2987 0.0641
H -3.2475 -4.0865 -3.1027 0.1085
H -2.2340 -2.3747 5.0309 0.1549
H -2.3269 -4.4137 2.7462 0.0798
H -3.7426 -3.6846 3.5418 0.0937
H -2.6518 -4.7304 4.4458 0.1081
H 0.0101 -3.5026 3.2753 0.0707
H -0.2165 -3.7780 4.9958 0.1096
H 0.1831 -2.1539 4.4246 0.0886
C 4.7931 0.1010 -0.9442 -0.1329
C 4.2429 1.4514 -1.3961 -0.3921
P 2.4434 1.4227 -1.6925 0.8935
C 2.0204 3.0835 -2.3642 -0.3977
C 3.1223 3.8364 -3.1122 -0.1231
C 2.1875 0.2112 -3.0406 -0.3981
C 2.8880 0.4977 -4.3677 -0.1136
H 5.8365 0.1927 -0.6458 0.0917
H 4.7500 -0.6386 -1.7445 0.0688
H 4.2394 -0.2994 -0.0892 0.0352
H 4.7438 1.7830 -2.3063 0.0835
H 4.4299 2.2213 -0.6431 0.0921
H 1.6719 3.6907 -1.5239 0.0658
H 1.1446 2.9332 -3.0034 0.0731
H 3.9712 4.0495 -2.4633 0.0764
H 2.7368 4.7941 -3.4607 0.0874
H 3.4867 3.2896 -3.9790 0.0682
H 1.1068 0.1197 -3.1817 0.0649
H 2.5059 -0.7540 -2.6337 0.0600
H 2.4632 1.3671 -4.8679 0.0737
H 2.7780 -0.3520 -5.0411 0.0854
H 3.9565 0.6735 -4.2392 0.0760
```

***

Entry 2:
C33H57BrFeN2O2Si | the ωB97M-V functional and the def2-TZVPD basis

Multiplicity ... 5
HOMO (spin up / spin down) ... -0.2368 / -0.2413 Eh
LUMO energy (spin up / spin down) ... 0.0116 / 0.0115 Eh
Charge ... 0
Calculated total energy ... -5678.82297 Eh

```
97
Properties=species:S:1:pos:R:3:lowdin_spin:R:1
O 0.6310 -2.4354 -1.0628 0.0011
O -1.2834 -1.8609 -3.6583 0.0005
C 1.9465 -2.5238 -1.8454 0.0004
C 2.9483 -3.3213 -1.0628 0.0001
H 2.2409 -1.4801 -2.0071 0.0002
H 1.6493 -2.9426 -2.8051 0.0000
H 3.1467 -2.8851 -0.0811 0.0000
H 3.8884 -3.3229 -1.6119 0.0000
H 2.6148 -4.3547 -0.9450 0.0000
C -0.2704 -3.6615 -1.0201 0.0014
C -0.1203 -4.4468 -2.2847 0.0002
H -1.2770 -3.2432 -0.9237 0.0002
H 0.0270 -4.2106 -0.1249 0.0012
H -0.4660 -3.8842 -3.1613 0.0000
H -0.7515 -5.3341 -2.1995 0.0000
H 0.9022 -4.8033 -2.4499 0.0000
C -2.6561 -1.7089 -3.3117 0.0002
C -0.7782 -1.1915 -4.8077 0.0002
C -3.4135 -3.0055 -3.5318 0.0000
H -3.1225 -0.8837 -3.8738 0.0000
H -2.6620 -1.4567 -2.2408 0.0001
H -3.4227 -3.2742 -4.5961 0.0000
H -4.4525 -2.8826 -3.2119 0.0000
H -2.9741 -3.8368 -2.9624 0.0000
C -1.0112 -1.9906 -6.0741 0.0000
H 0.2947 -1.0843 -4.6138 0.0001
H -1.2181 -0.1840 -4.8915 0.0000
H -0.6744 -3.0278 -5.9608 0.0000
H -0.4612 -1.5372 -6.9016 0.0000
H -2.0727 -1.9901 -6.3373 0.0000
H 0.7342 -1.9637 -0.1586 0.0041
N 1.5144 1.1194 2.0987 0.0548
C 1.4488 2.3882 2.5471 -0.0018
C 0.3064 3.1787 2.3850 0.0213
C -0.9749 2.7331 2.0729 0.0064
C 2.6600 2.9939 3.1876 -0.0008
H 3.5127 3.0338 2.4920 -0.0007
H 2.9770 2.4438 4.0860 -0.0004
H 2.4255 4.0228 3.4868 0.0005
C -2.1167 3.7051 2.0418 0.0010
H -2.8551 3.5123 2.8359 -0.0004
H -2.6497 3.6780 1.0789 -0.0005
H -1.7343 4.7241 2.1804 0.0005
N -1.2380 1.4222 1.8533 0.0951
C 2.6799 0.3126 2.3698 0.0058
C 3.7145 0.2296 1.4183 0.0058
C 3.6544 0.9628 0.1165 0.0018
C 4.8441 -0.5376 1.7105 -0.0008
H 5.6403 -0.5880 0.9727 -0.0002
C 4.9666 -1.1949 2.9372 0.0063
H 5.8582 -1.7781 3.1519 0.0005
C 3.9480 -1.0878 3.8799 -0.0005
H 4.0369 -1.5727 4.8554 -0.0001
C 2.8023 -0.3430 3.6104 0.0052
C 1.7286 -0.2375 4.6466 0.0011
C -2.5184 0.9067 2.2347 0.0105
C -3.5069 0.6760 1.2592 0.0064
C -3.2473 0.9726 -0.1848 0.0028
C -4.7743 0.2710 1.6753 -0.0007
H -5.5446 0.1294 0.9167 -0.0002
C -5.0600 0.0708 3.0212 0.0063
H -6.0533 -0.2534 3.3258 0.0004
C -4.0750 0.2893 3.9828 -0.0004
H -4.2785 0.1491 5.0439 -0.0001
C -2.8044 0.7173 3.6029 0.0063
C -1.7758 1.0119 4.6482 0.0010
Fe 0.1332 0.3524 1.0384 3.5250
H 3.3362 0.3057 -0.7080 0.0004
H 4.6514 1.3456 -0.1434 0.0000
H 2.9701 1.8178 0.1497 0.0004
H 1.4153 0.8023 4.8083 0.0004
H 2.1031 -0.6265 5.6023 0.0000
H 0.8436 -0.8266 4.3717 0.0006
H -3.9131 0.3682 -0.8156 0.0002
H -2.2139 0.7534 -0.4935 0.0025
H -3.4439 2.0312 -0.4245 0.0003
H -0.8074 0.5501 4.4112 0.0000
H -2.1131 0.6186 5.6155 0.0000
H -1.6084 2.0945 4.7680 0.0005
H 0.4177 4.2414 2.5969 0.0020
C 0.3008 0.3664 -0.9827 0.0654
Si 0.4054 2.0166 -1.8868 0.0181
H 1.1949 -0.2054 -1.2575 0.0138
H -0.5621 -0.2084 -1.3514 0.0145
C 1.6459 1.8154 -3.2980 0.0036
C 0.9997 3.4883 -0.8880 0.0028
C -1.2478 2.5364 -2.6129 0.0014
H -1.8141 1.6965 -3.0353 0.0001
H -1.0743 3.2693 -3.4142 0.0002
H -1.8667 3.0262 -1.8495 0.0001
H 2.6020 1.4044 -2.9458 0.0001
H 1.8538 2.8092 -3.7182 0.0007
H 1.2725 1.1739 -4.1082 0.0001
H 1.8335 3.2599 -0.2189 0.0002
H 0.1834 3.9022 -0.2864 0.0006
H 1.3390 4.2665 -1.5866 0.0003
Br -0.2847 -1.7786 1.8392 0.1037
```

***

> Look up the calculated total energy of the first one.

-3078.25687 Eh